1.
C32H29HgN9O3 | wB97M-V/def2-TZVPD

Energy   -57384.7268 eV
Energy relative to the best compared isomer or geometry (same formula, charge and spin)   0.0000 eV
Spin multiplicity   2
Total charge   -1
Orbital gap (spin up / spin down)   5.266 / 6.445 eV

Structure (XYZ):
```
74
Properties=species:S:1:pos:R:3:forces:R:3:mulliken_charge:R:1
H 0.45218 -8.37667 3.11393 0.000 0.000 0.000 0.361
C 5.27261 0.46904 -0.43514 -0.011 -0.004 0.003 -0.847
C 2.47977 5.88931 0.65783 -0.005 -0.007 0.004 -0.395
H 3.99622 -0.26784 1.12281 -0.002 0.004 -0.003 0.444
H -1.71361 1.66607 3.41353 0.000 0.006 -0.006 0.154
C 1.36003 -5.48221 1.60212 0.003 0.003 -0.004 -0.392
C 2.93678 0.37788 -1.92349 -0.006 0.023 -0.007 0.874
H -4.49498 0.70357 -5.51243 -0.001 -0.001 0.000 0.388
C 1.34954 4.43574 -0.85910 0.017 -0.065 0.017 0.584
C -1.24450 3.37585 1.52187 -0.038 0.017 0.033 -1.421
C -1.55330 -0.60270 -2.14956 0.010 0.013 0.002 -0.238
C -1.65249 -0.81289 4.10124 0.004 -0.021 0.005 -1.381
Hg 0.83382 -0.65490 0.20342 -0.017 -0.004 0.044 1.573
C -4.35473 0.25419 -4.53788 0.000 0.001 0.000 -0.794
C -5.27426 -0.75185 -2.55755 -0.001 -0.001 0.001 -0.862
C -1.22133 1.13836 2.60794 -0.004 -0.059 0.052 -1.234
H 1.12794 6.55539 -0.89599 0.003 -0.001 0.002 0.455
C 5.29027 0.88234 -1.78046 0.001 0.001 -0.004 -0.220
H 6.20943 1.23676 -2.23143 -0.001 0.000 0.001 0.395
C 0.46432 -7.32127 2.86904 0.000 -0.002 0.003 -0.355
H 6.15855 0.49452 0.18242 -0.001 0.001 -0.001 0.382
C 4.07032 0.04847 0.08857 0.026 -0.004 0.008 -0.174
H -0.91860 -1.35366 4.69796 0.002 0.005 0.006 0.308
N -0.36684 -2.40166 2.46865 0.011 -0.017 -0.004 -0.220
C -2.50457 -1.65960 -0.32639 -0.009 -0.001 0.009 -0.534
N 0.63786 -0.15219 -2.05292 -0.086 -0.032 -0.008 0.264
H -4.55552 -1.76633 -0.23458 -0.002 -0.002 0.005 0.231
C 0.38934 4.22581 -1.99772 0.060 0.042 0.023 0.096
C -1.01183 -0.25745 2.85116 0.012 0.082 -0.024 0.614
C -0.40105 -6.44385 3.51282 0.003 0.002 -0.004 -0.621
O 0.25324 5.08161 -2.86546 -0.005 -0.012 -0.004 -0.745
C -3.99244 -0.88956 -2.04146 0.005 0.001 -0.002 -0.020
H -2.20973 0.44659 -4.57208 -0.001 0.001 0.002 0.477
H -0.31661 3.95308 1.50376 0.009 -0.013 0.003 0.123
N -0.51547 -0.06391 -2.72500 0.027 -0.011 -0.027 -0.731
C -2.87318 -0.45675 -2.76411 -0.019 0.010 -0.023 0.964
H 1.85621 2.36115 -0.59152 0.001 -0.015 0.021 0.729
N -1.45134 -1.30027 -0.94656 0.007 0.001 0.019 -0.219
H -1.80711 3.64147 0.62449 -0.001 -0.008 -0.001 0.279
H 1.67399 0.69291 -3.66361 -0.001 -0.004 -0.003 0.251
C -5.45487 -0.17772 -3.80576 -0.004 -0.002 0.001 -0.394
C 1.72286 0.32522 -2.64327 0.017 -0.001 0.028 -0.903
H -2.41223 -2.15822 0.63593 0.007 -0.002 -0.001 0.481
C -0.38610 -5.09365 3.20063 -0.003 -0.008 0.002 -0.284
H -1.05126 -4.39693 3.69263 0.001 0.000 0.000 0.412
N -0.33061 -1.06562 2.08965 -0.037 0.041 -0.041 0.178
C 2.01279 3.37416 -0.24720 -0.029 0.080 -0.038 0.095
N 2.93524 0.00267 -0.60912 0.005 -0.011 0.001 -0.122
H 2.02281 -7.51221 1.40726 -0.001 -0.001 0.001 0.374
H -0.87105 2.83013 -2.74138 0.005 0.005 -0.011 0.206
C -0.91109 1.89711 1.49171 0.067 -0.024 -0.079 0.577
C 0.49457 -4.60082 2.23989 0.000 0.002 0.001 0.367
H -6.45471 -0.06733 -4.20534 0.000 -0.001 0.000 0.382
H 2.03902 -5.07985 0.86219 -0.001 0.000 0.001 0.404
N 2.86337 3.52955 0.76229 0.075 -0.082 0.154 -0.444
C 4.14031 0.83688 -2.51644 0.001 0.002 -0.007 -1.134
O 1.43191 -2.77746 1.04597 0.050 -0.022 -0.034 -0.863
H 2.69615 6.87374 1.05199 0.007 -0.008 0.013 0.391
H -6.12509 -1.09089 -1.97731 0.000 0.000 0.000 0.350
C -3.07847 0.11385 -4.02029 0.004 -0.010 0.008 -0.274
H 3.74762 4.85664 2.05708 0.012 -0.002 -0.011 0.382
N -3.77465 -1.45789 -0.78519 0.007 0.003 -0.013 0.038
H -1.08889 -6.81604 4.26307 0.000 -0.001 0.000 0.371
C 3.07065 4.76261 1.21380 -0.047 0.073 -0.094 -0.555
H 4.12262 1.14929 -3.55332 0.000 -0.001 0.002 0.398
C 1.61213 5.71875 -0.40804 -0.036 0.026 -0.033 -0.685
H -2.42088 -1.54161 3.83555 0.001 0.004 0.002 0.244
H -0.27070 2.44635 -1.14524 0.033 -0.012 -0.013 -0.197
C 0.54127 -3.14100 1.87551 -0.037 0.008 0.005 0.354
O -0.36610 1.48322 0.41711 -0.015 0.043 0.009 -0.169
H -1.81790 3.65615 2.40487 0.006 0.008 -0.005 0.403
N -0.26370 3.05502 -1.97126 -0.073 -0.035 0.027 0.234
C 1.34455 -6.83531 1.91312 0.000 -0.004 -0.001 -0.558
H -2.09853 -0.01340 4.68987 -0.008 0.001 -0.007 0.401
```
Forces are in eV/Å.

=====

2.
C25H40Cl12F9N3O9 | wB97M-V/def2-TZVPD

Energy   -224195.7701 eV
Structure (SMILES)   CCOC(=O)C(F)(F)F.CCOC(=O)C(F)(F)F.CCOC(=O)C(F)(F)F.ClC(Cl)Cl.ClC(Cl)Cl.ClC(Cl)Cl.ClC(Cl)Cl.CN(C)C=O.CN(C)C=O.CN(C)C=O
Orbital gap   9.107 eV

Structure (XYZ):
```
98
Properties=species:S:1:pos:R:3:forces:R:3:mulliken_charge:R:1
C -5.61584 1.88492 3.11676 -0.520 -0.802 0.451 -0.963
O 2.06775 4.64060 -0.01816 1.438 -0.424 -1.315 -0.571
C 5.66059 0.19154 -1.03825 -0.170 -0.136 1.206 0.311
O 1.76498 -6.27157 -1.07593 0.618 -0.729 0.434 -0.583
F -0.50224 -0.34389 -4.04535 -0.234 0.274 -0.050 -0.145
F 4.52135 -1.16266 5.77218 0.408 -0.721 1.221 -0.238
H 2.82378 3.78265 2.16936 -0.086 -0.198 0.050 0.363
C 2.23404 -3.02908 -4.31252 -2.513 0.867 -1.623 0.391
C -1.44085 -0.51594 -4.99431 -0.306 -1.585 1.862 0.722
H 1.02161 -3.41520 0.66337 -0.070 0.242 0.157 0.418
C 3.42168 2.51116 6.40305 1.102 1.751 1.711 0.069
C 0.09026 0.23982 0.06280 0.768 -0.434 0.556 -0.415
H 4.63607 0.41195 -1.33807 0.300 0.082 0.065 -0.001
Cl 3.93290 5.42740 -4.31115 -0.321 -0.329 0.052 -0.143
C 4.51372 2.96507 7.43092 -1.312 -0.262 -0.108 -1.320
H -0.39445 4.03816 3.38768 0.333 -0.394 -0.163 0.293
H 0.70837 -4.51278 -6.16215 0.931 0.645 -0.039 0.305
F 3.87747 -1.17703 3.77485 -0.428 0.120 -0.476 -0.248
F -1.30026 0.37974 -5.91188 -0.183 0.918 -0.692 -0.246
Cl 1.83431 -0.26968 -0.22046 -1.330 0.488 0.300 0.126
Cl -3.76296 2.07034 -2.06734 0.323 0.691 0.290 -0.004
C 3.43681 4.52655 -2.85532 1.248 0.340 0.273 0.148
C 3.04220 0.54391 5.17279 -1.311 0.619 1.251 0.356
C -2.89107 -0.48782 -4.31775 -0.944 0.950 -1.569 0.385
C -6.10925 -0.57256 2.51446 1.271 0.679 0.821 -0.969
C -0.24858 4.82039 2.64274 -0.936 0.781 1.222 -0.892
Cl -1.38806 3.84454 -2.20666 -0.348 -0.502 0.418 -0.078
H 1.63055 3.38437 3.46945 -0.127 -0.157 -0.338 0.183
C 3.40525 -2.57194 -3.38781 1.349 -2.109 -0.422 0.926
C 2.00042 4.14678 2.78385 1.583 0.384 -0.119 -0.968
O 2.01098 -4.38334 -4.41513 2.263 2.765 0.664 -0.317
H -3.52772 4.43991 -1.73835 -0.408 -0.487 0.429 0.454
H 2.12980 -3.83427 -0.60998 -0.262 -0.711 -0.092 0.314
H 5.54750 2.85570 7.10315 -0.240 -0.148 -0.401 0.331
H -4.00320 -0.88903 -0.79314 -0.484 0.330 0.475 0.164
H -1.19766 4.82913 2.10676 0.515 0.262 -0.689 0.214
C 3.48055 -0.91766 5.02193 -0.053 0.048 -0.912 0.849
H -5.05283 -0.66160 -2.88679 1.069 1.061 0.038 0.520
F 3.25224 -1.40772 -2.84285 -1.158 1.180 0.665 -0.190
H -1.34703 -3.40592 -1.15207 0.219 0.017 -0.282 -0.204
F 4.48246 -2.46189 -4.16511 0.542 0.006 -1.058 -0.293
H -4.89880 -2.22559 -3.21880 0.444 -0.572 -0.583 0.308
N -6.17243 0.87730 2.17527 0.890 0.303 -0.037 0.148
H 3.06238 5.28163 -2.16411 -0.469 -0.660 -0.077 0.171
N 0.16633 -4.75531 -0.67900 -0.931 0.865 -0.301 0.256
H 4.36587 2.34279 8.31354 0.221 0.266 0.212 0.335
Cl -1.00852 -0.80362 -0.87191 0.447 0.905 0.335 0.189
H 0.00198 1.29305 -0.20370 -0.037 -0.371 -0.336 0.259
H -5.04009 1.36206 3.88047 0.080 -0.011 -0.129 0.354
H 3.50428 3.22061 5.57967 -0.636 -0.412 -0.424 0.087
O -7.32053 0.55367 0.23651 1.420 1.087 0.846 -0.623
C 1.06636 4.79206 0.61775 -0.879 0.886 -0.014 0.114
F 2.43132 -1.72700 5.29860 0.831 0.413 0.176 -0.243
Cl 6.72902 0.48146 -2.40278 -0.207 -0.573 0.329 -0.094
O -3.76786 0.24009 -4.74159 1.425 -0.824 0.514 -0.547
F 3.77168 -3.45086 -2.44335 -0.808 -0.151 0.156 -0.249
H -4.98747 2.67526 2.70615 0.036 -0.399 -0.594 0.272
O 2.02074 0.92304 4.67070 0.499 0.281 -0.328 -0.518
H -0.19135 -5.76374 -3.61287 -0.009 0.269 0.262 0.134
C 1.07559 -3.65532 -0.39848 0.514 0.109 0.318 -0.824
C -1.25147 -4.34679 -0.61009 1.439 0.932 -0.214 -0.595
H 1.45554 -5.95251 -5.45489 -0.502 -0.095 0.170 0.331
H -0.43929 -3.99773 -3.87669 0.567 0.060 0.086 0.041
Cl 6.11986 1.28701 0.32817 -0.290 -0.351 -0.651 -0.137
H -1.18529 -5.12468 -4.89374 0.154 -0.267 -0.439 0.482
F -1.20558 -1.73036 -5.53337 -0.449 0.161 0.002 -0.212
H 4.34050 4.01780 7.65421 0.013 -0.057 0.252 0.388
H -3.25581 -2.29960 -0.90933 -0.244 -1.038 -0.868 -0.108
C -2.98729 3.53805 -1.45076 0.598 0.188 0.275 -0.279
H 2.41304 4.95230 3.39128 0.112 0.088 0.247 0.381
C -4.29975 -1.43927 -2.75952 -2.968 -2.623 1.341 -0.457
H -1.97745 -4.97860 -1.12182 0.203 -0.600 0.797 0.412
O -3.05962 -1.38154 -3.34756 2.111 0.990 -1.127 -0.166
H -0.17808 5.72438 3.24767 -0.353 0.288 0.059 0.362
C 1.01111 -4.98369 -5.22690 -1.695 0.470 0.451 -0.315
C -4.16754 -1.84289 -1.29436 0.281 2.155 0.819 -0.579
H -6.42328 2.39468 3.64240 -0.163 -0.041 0.044 0.348
H -6.41101 -0.67396 3.55694 -0.787 -0.192 -0.176 0.405
C -0.25508 -4.96257 -4.34920 -0.364 -1.028 -0.181 -0.692
O 1.63281 -2.12837 -4.90445 1.344 -2.587 1.272 -0.524
Cl 5.59375 -1.50275 -0.32953 0.308 1.032 -0.935 -0.139
Cl 4.99616 3.96838 -2.03515 -1.323 -0.140 -0.544 -0.128
Cl -2.83200 3.47590 0.38582 -0.161 -0.020 -1.409 -0.109
H 0.11602 5.15217 0.19421 -0.122 -0.166 -0.249 0.371
H -5.09445 -2.25053 -0.89093 0.226 -0.215 -0.127 0.460
H 2.44351 2.41094 6.87341 -0.192 1.014 -0.123 0.337
O 3.75201 1.21393 6.09788 1.071 -2.873 -2.104 -0.211
H -0.21105 -6.67043 -1.26539 -0.191 -0.254 0.523 0.424
Cl -0.30893 0.17037 1.81893 0.257 -0.074 -0.766 -0.129
C 0.59668 -5.99757 -0.93825 0.029 0.604 -1.522 -0.014
H -6.87892 2.39308 0.89979 0.766 0.070 0.259 0.406
H 0.83775 -2.75266 -0.96127 -0.399 -0.235 -0.061 -0.125
C -6.72712 1.31082 1.03343 -2.686 -1.907 -1.211 0.000
H -1.36664 -4.02006 0.42340 -1.100 -0.582 0.190 0.436
N 0.99024 4.69605 1.93502 -1.429 -1.349 1.288 0.177
H -6.53312 -1.30860 1.83133 -0.685 0.873 -0.018 0.304
H -5.07231 -0.89784 2.59845 0.465 0.316 -0.325 0.325
Cl 2.26793 3.23252 -3.23083 0.795 0.665 0.389 -0.057
```
Forces are in eV/Å.